Here is a structure of composition C3H4N2OS2 in a non-equilibrium geometry from the Open Molecules 2025 dataset. Energies are from wB97M-V/def2-TZVPD.

ORCA input file:
```
! RIJCOSX wB97M-V def2-TZVPD def2/J DEFGRID3
* xyz 0 1
C -0.40 -0.57 -0.69
C 0.24 1.40 0.35
C 0.36 -0.94 0.39
H -2.12 -2.90 -0.64
H -1.50 1.35 -1.32
H 0.01 3.39 0.84
H 2.57 -1.71 0.84
N -0.30 0.88 -0.84
N 0.32 2.44 1.05
O 0.97 0.28 0.76
S -1.34 -1.39 -1.87
S 1.18 -2.22 1.15
*
```

Summary:
E_LUMO: -2.05 eV
calculated total energy: -1097.617379 hartree
relative energy (zero: lowest compared OMol25 entry of this formula, charge and spin): 6.453 eV